{
  "formula": "C16H10ClMgN2O5S",
  "method": "wB97M-V/def2-TZVPD",
  "symbols": ["Mg", "Cl", "C", "C", "C", "C", "O", "C", "C", "N", "C", "C", "C", "C", "C", "C", "C", "C", "N", "C", "C", "H", "H", "H", "H", "H", "H", "H", "H", "H", "H", "O", "S", "O", "O", "O"],
  "coordinates": [[0.38917, -0.47148, -0.22599], [3.02515, 1.02126, 6.45734], [2.62948, 0.47093, 4.84605], [3.65261, 0.04063, 3.99075], [3.35404, -0.40433, 2.73091], [2.02012, -0.43649, 2.23151], [1.79085, -0.89425, 1.05458], [0.99844, 0.02584, 3.12252], [-0.39554, 0.03772, 2.76855], [-0.86003, -0.18510, 1.59579], [-2.24615, -0.18500, 1.34659], [-3.22366, 0.33585, 2.15872], [-4.58016, 0.27543, 1.78504], [-4.95531, -0.28359, 0.59475], [-3.97591, -0.79746, -0.28268], [-4.28280, -1.33448, -1.55937], [-3.27448, -1.75742, -2.36859], [-1.94015, -1.66163, -1.90977], [-1.63477, -1.20669, -0.72452], [-2.62061, -0.75601, 0.09277], [1.33032, 0.45593, 4.42065], [4.67820, 0.06119, 4.33652], [4.13609, -0.74160, 2.06353], [-1.07054, 0.24156, 3.60643], [-2.96103, 0.82185, 3.08862], [-5.32664, 0.69435, 2.44774], [-5.99685, -0.31731, 0.29823], [-5.31702, -1.37247, -1.88104], [-3.45788, -2.13356, -3.36480], [-1.10907, -1.92926, -2.54925], [0.54090, 0.78690, 5.08547], [0.93504, -0.68955, -2.13807], [0.39326, 0.69041, -2.53613], [1.41997, 1.49001, -3.16321], [-0.80844, 0.51202, -3.34839], [0.00957, 1.24311, -1.16497]],
  "nbo_charge": [1.802, -0.044, -0.114, -0.206, -0.236, 0.424, -0.855, -0.252, 0.208, -0.579, 0.128, -0.241, -0.209, -0.188, -0.108, -0.136, -0.247, 0.132, -0.557, 0.233, -0.162, 0.217, 0.216, 0.149, 0.208, 0.208, 0.205, 0.207, 0.221, 0.249, 0.210, -1.195, 2.557, -1.012, -1.051, -1.183],
  "e_lumo_ev": 1.835,
  "total_charge": -1,
  "orbital_gap_ha": 0.259,
  "fmax_ev_per_a": 0.30
}